Density functional theory data (ωB97M-V with the def2-TZVPD basis set) for C43H37N5PPd as an isolated structure.

Geometry as XYZ:
```
87
Properties=species:S:1:pos:R:3:forces:R:3:lowdin_spin:R:1
Pd -0.2570 0.1873 -0.5350 0.3 -0.4 -0.2 1.219
C 1.5509 0.4902 -3.6543 0.0 0.0 0.0 0.008
C 2.4866 0.2871 -2.5047 0.0 0.1 0.0 0.007
C 3.8604 0.3386 -2.7431 0.0 0.0 0.0 0.004
C 4.7424 0.1201 -1.7096 0.0 0.0 0.0 -0.001
C 4.2326 -0.1954 -0.4593 0.0 0.0 0.0 0.004
C 2.8607 -0.2413 -0.2839 0.1 0.0 -0.1 0.009
N 1.9989 0.0460 -1.2808 0.0 0.0 -0.1 0.099
C 2.2741 -0.6846 1.0038 0.0 -0.1 0.2 0.011
C 3.0296 -1.2875 2.0054 0.0 0.0 0.0 -0.001
C 2.3910 -1.7316 3.1489 0.0 0.0 0.0 0.005
C 1.0260 -1.5466 3.2905 0.0 0.0 0.0 -0.001
C 0.3304 -0.9157 2.2682 0.0 0.0 0.0 0.009
N 0.9566 -0.5263 1.1509 -0.2 0.2 0.1 0.050
C -1.1284 -0.6190 2.3438 0.0 -0.1 -0.1 0.008
C -1.8446 -0.8455 3.5086 0.0 0.0 -0.1 0.004
C -3.1975 -0.5519 3.5353 0.0 0.0 0.0 -0.001
C -3.7835 -0.0143 2.4080 0.0 0.0 0.0 0.004
C -3.0116 0.2090 1.2710 0.0 -0.1 0.1 0.007
C -3.6461 0.8086 0.0551 0.0 0.0 0.0 0.007
N -1.7085 -0.1084 1.2391 -0.2 0.2 0.1 0.093
H 2.0034 0.1163 -4.5716 0.0 0.0 0.0 0.001
H 1.3369 1.5508 -3.8029 0.0 0.0 0.0 0.002
H 0.6196 -0.0440 -3.4967 0.0 0.0 0.0 0.002
H 4.2129 0.5405 -3.7451 0.0 0.0 0.0 0.000
H 5.8107 0.1669 -1.8721 0.0 0.0 0.0 0.000
H 4.9094 -0.4023 0.3555 0.0 0.0 0.0 0.001
H 4.0907 -1.4452 1.8908 0.0 0.0 0.0 0.000
H 2.9557 -2.2297 3.9255 0.0 0.0 0.0 0.000
H 0.5248 -1.9053 4.1761 0.0 0.0 0.0 0.000
H -1.3651 -1.2485 4.3872 0.0 0.0 0.0 0.001
H -3.7811 -0.7355 4.4274 0.0 0.0 0.0 0.000
H -4.8356 0.2352 2.3947 0.0 0.0 0.0 0.000
H -4.5341 1.3787 0.3231 0.0 0.0 0.0 0.000
H -3.9598 0.0241 -0.6341 0.0 0.0 0.0 0.000
H -2.9429 1.4503 -0.4714 0.0 0.0 0.0 0.005
C 2.0029 -4.2518 -3.7671 0.0 0.0 0.0 0.002
C 2.1872 -3.7216 -2.4977 0.0 0.0 0.0 0.000
C 1.2135 -2.9060 -1.9429 0.0 0.0 0.1 0.004
C 0.0424 -2.6261 -2.6464 -0.1 0.0 0.0 0.030
C -0.1425 -3.1740 -3.9155 0.0 0.0 0.0 0.010
C 0.8393 -3.9775 -4.4735 0.0 0.0 0.0 0.001
P -1.2162 -1.6300 -1.8060 0.2 -0.1 0.2 0.175
C -2.3737 -2.7823 -1.0386 0.0 0.0 0.0 0.026
C -1.8281 -3.8186 -0.2758 0.0 0.0 0.0 0.018
C -2.6573 -4.7105 0.3825 0.0 0.0 0.0 -0.002
C -4.0374 -4.5763 0.2917 0.0 0.0 0.0 0.020
C -4.5853 -3.5471 -0.4597 0.0 0.0 0.0 0.000
C -3.7594 -2.6492 -1.1206 0.0 0.0 0.0 0.019
C -2.1376 -0.7137 -3.0736 0.0 0.1 0.0 0.089
C -2.9790 -1.3041 -4.0177 0.0 0.0 0.0 0.051
C -3.5946 -0.5307 -4.9953 0.0 -0.1 0.0 0.032
C -3.3655 0.8330 -5.0466 0.0 0.2 0.0 0.099
C -2.5308 1.4524 -4.1034 0.0 0.0 0.0 0.006
C -2.2559 2.8364 -4.1561 -0.1 -0.1 -0.1 0.231
C -1.3979 3.4274 -3.2244 0.1 0.1 0.1 0.071
C -0.8328 2.6650 -2.2227 0.0 0.1 0.0 0.148
C -1.0868 1.2751 -2.0821 -0.1 0.2 0.0 0.330
C -1.9256 0.6732 -3.0825 0.0 -0.1 -0.1 0.034
H 2.7625 -4.8843 -4.2064 0.0 0.0 0.0 0.000
H 3.0865 -3.9458 -1.9395 0.0 0.0 0.0 0.000
H 1.3583 -2.4967 -0.9497 0.0 0.0 0.0 0.001
H -1.0420 -2.9799 -4.4826 0.0 0.0 0.0 0.001
H 0.6938 -4.3981 -5.4592 0.0 0.0 0.0 0.000
H -0.7537 -3.9476 -0.2138 0.0 0.0 0.0 0.001
H -2.2272 -5.5201 0.9566 0.0 0.0 0.0 0.000
H -4.6843 -5.2812 0.7960 0.0 0.0 0.0 0.001
H -5.6593 -3.4495 -0.5450 0.0 0.0 0.0 0.000
H -4.2111 -1.8656 -1.7159 0.0 0.0 0.0 0.002
H -3.1646 -2.3704 -3.9855 0.0 0.0 0.0 0.001
H -4.2464 -0.9970 -5.7216 0.0 0.0 0.0 0.000
H -3.8358 1.4331 -5.8162 0.0 0.0 0.0 0.003
H -2.7026 3.4411 -4.9362 0.0 0.0 0.0 0.009
H -1.1837 4.4853 -3.3066 0.0 0.0 0.0 0.001
H -0.1587 3.1387 -1.5179 0.0 0.0 0.0 0.009
C -1.6857 5.6325 3.0441 0.0 0.0 0.0 0.002
N -0.7540 4.6107 2.5354 0.0 -0.1 0.0 0.065
C 0.4647 4.3316 2.9513 -0.1 0.2 0.2 0.279
C 0.9279 3.2365 2.1296 0.0 -0.1 -0.2 0.308
N -0.0165 2.8991 1.2536 0.2 -0.1 0.0 0.030
C -1.0248 3.7192 1.4983 -0.2 0.1 0.1 0.303
H -1.1327 6.3313 3.6645 0.0 0.0 0.0 0.000
H -2.4619 5.1453 3.6297 0.0 0.0 0.0 0.001
H -2.1196 6.1599 2.1986 0.0 0.0 0.0 0.000
H 0.9639 4.8595 3.7512 0.0 0.0 0.0 0.009
H 1.8916 2.7544 2.2017 0.0 0.0 -0.1 0.011
H -1.9738 3.7376 0.9797 0.0 0.0 0.0 0.010
```
Forces are in eV/Å.

Properties
- net charge = +3
- gap between HOMO and LUMO (spin up / spin down) (eV) = 6.59 / 4.03
- expectation value of S² = 6.046
- max |F| (eV/A) = 0.53
- 2S+1 = 5